[1]
6 unconnected molecules or ions with the total composition C14H24BrN2O20S5 at a distorted geometry, computed with ωB97M-V/def2-TZVPD.

Geometry as XYZ:
```
66
Properties=species:S:1:pos:R:3:forces:R:3
Br -2.3684 -0.4757 1.8529 0.40 -0.60 -0.95
C -1.6943 -1.0172 0.1268 -1.18 1.26 2.57
C -1.5568 0.0072 -0.8168 1.00 -1.19 -1.93
C -1.0113 -0.4378 -2.0361 -0.83 0.15 2.27
C -0.7263 -1.8236 -2.0787 0.94 0.19 -2.61
N -0.9091 -2.7429 -1.1771 -0.07 -0.11 0.40
N -1.4085 -2.3042 -0.0331 -0.01 1.15 -0.55
H -1.7992 1.0553 -0.6514 -0.05 -0.38 0.35
H -0.8115 0.2520 -2.8558 0.02 -0.38 0.08
H -0.2848 -2.1753 -3.0194 -0.24 -0.21 0.42
H -1.5444 -2.9967 0.7177 0.03 0.07 0.06
C -3.0401 -5.0119 -3.7780 -0.23 0.33 0.23
C -3.8269 -4.9178 -5.0681 -0.12 -0.55 -0.10
O -3.0493 -4.0506 -5.9011 0.29 0.29 0.43
S -1.4913 -4.2513 -5.5764 -0.51 -0.28 0.04
O -0.9405 -5.1426 -6.5247 0.33 0.12 0.02
O -0.9237 -2.9771 -5.3035 0.08 0.03 -0.05
O -1.6680 -5.0433 -4.1847 -0.09 -0.01 -0.31
H -3.1920 -4.1267 -3.1547 -0.05 -0.03 0.00
H -3.2869 -5.9029 -3.2058 0.22 -0.07 -0.06
H -4.8248 -4.5133 -4.9201 0.10 0.22 -0.14
H -3.8989 -5.8889 -5.5625 -0.03 -0.01 0.06
C 2.1497 1.9210 -0.8798 0.48 -0.19 -0.34
C 2.5626 3.3734 -0.7488 -0.17 0.05 0.51
O 1.8458 4.0459 -1.7977 -0.15 -0.50 -0.29
S 0.4377 3.3261 -2.0371 0.36 0.30 0.00
O -0.5637 4.0216 -1.3234 -1.36 -2.18 -2.85
O 0.3247 3.0149 -3.4193 -0.09 -0.02 -0.05
O 0.7550 1.9679 -1.2304 -0.05 0.20 0.14
H 2.6880 1.4261 -1.6920 0.02 0.06 -0.01
H 2.2945 1.3656 0.0383 -0.28 0.02 0.02
H 3.6336 3.5170 -0.8657 -0.08 0.08 -0.33
H 2.2421 3.7963 0.2041 -0.01 -0.05 0.00
C 5.3056 4.4143 3.2567 -0.21 0.01 0.51
C 6.3140 3.3129 3.5034 0.49 0.31 -0.14
O 5.7448 2.1572 2.8713 -0.54 0.14 -0.06
S 4.9078 2.6125 1.5863 0.74 0.37 0.78
O 5.7168 2.4537 0.4338 -0.37 -0.09 -0.30
O 3.6061 2.0543 1.6835 0.02 -0.21 -0.09
O 4.8242 4.1777 1.9262 0.21 -0.31 -0.14
H 4.4600 4.3412 3.9441 0.03 -0.01 0.01
H 5.7469 5.4050 3.3308 -0.04 0.00 -0.27
H 6.4806 3.1283 4.5612 -0.14 -0.25 -0.05
H 7.2680 3.5296 3.0185 -0.01 0.03 0.04
C -0.4453 7.0790 3.0250 -0.27 0.00 0.45
C 0.5805 6.0028 3.3128 0.43 0.26 -0.15
O 0.0766 4.8362 2.6538 -0.45 0.08 0.02
S -0.7196 5.2809 1.3225 0.29 0.54 0.42
O 0.1410 5.1457 0.2086 0.93 1.90 2.62
O -2.0053 4.6849 1.3550 0.07 -0.25 -0.10
O -0.8594 6.8422 1.6761 0.28 -0.30 -0.08
H -1.3183 6.9786 3.6735 0.04 0.01 0.02
H -0.0348 8.0809 3.1248 -0.04 0.01 -0.25
H 0.7029 5.8179 4.3773 -0.13 -0.23 -0.05
H 1.5502 6.2499 2.8726 -0.01 0.05 0.03
C -3.0652 -7.5650 2.2089 -0.45 -0.36 -0.18
C -2.6996 -7.1311 0.8059 0.57 -0.27 0.02
O -3.1464 -5.7665 0.7266 -0.14 0.14 0.33
S -3.0060 -5.0819 2.1697 -0.32 -0.78 0.12
O -1.7900 -4.3248 2.2030 -0.15 0.20 -0.22
O -4.2445 -4.4939 2.5128 0.11 0.44 -0.14
O -2.8098 -6.4104 3.0252 0.46 0.40 -0.33
H -4.1253 -7.8112 2.2888 0.02 0.01 0.00
H -2.4720 -8.4098 2.5486 0.11 0.19 0.18
H -3.1790 -7.7374 0.0422 -0.17 0.24 -0.04
H -1.6184 -7.1441 0.6534 -0.02 -0.04 0.00
```
Forces are in eV/Å.

For the LUMO energy, the calculation gives -4.4 eV. The highest occupied orbital energy is -12.102 eV. Its charge is +1. The total energy comes out at -6726.7132 hartree.

Here are the Mulliken charges for atoms 1 to 5, given in e: Br -0.075; C 0.285; C -0.209; C -0.079; C -0.354

=====

[2]
A molecular structure, C14H24Ca2F10N5O32S10 at a distorted geometry, computed with ωB97M-V/def2-TZVPD.

Geometry as XYZ:
```
97
Properties=species:S:1:pos:R:3:forces:R:3
Ca 2.5402 1.5786 -4.7939 -0.38 -0.72 1.24
Ca -1.5554 2.2414 -0.2507 -0.62 1.05 -0.17
N -0.8973 3.3717 1.6182 0.47 1.91 1.44
S 0.3989 4.2906 1.9839 3.41 -0.73 0.03
O 0.7322 4.2644 3.3648 -0.85 0.27 0.40
O 0.4703 5.4895 1.2497 -0.23 0.42 -0.45
F 1.5570 3.3770 1.4122 -0.56 -0.19 -0.45
S -2.0025 4.1532 2.5550 -2.89 -1.54 -0.55
O -2.2677 5.5112 2.2796 0.60 0.49 -0.39
O -2.0948 3.6711 3.8692 0.29 -0.42 0.77
F -3.2297 3.3847 1.7901 0.14 -0.01 -0.20
N 4.0662 -3.0501 -3.6310 0.47 1.71 1.40
S 3.7280 -3.4896 -2.1349 -1.98 -1.15 0.93
O 2.8848 -2.5647 -1.4349 0.34 0.45 -0.04
O 4.7681 -4.1107 -1.3986 0.35 -0.39 -0.21
F 2.6711 -4.6552 -2.4481 0.60 -0.08 -0.41
S 4.6649 -1.5483 -3.3647 1.21 -1.28 -2.62
O 5.6332 -1.3937 -2.3566 -0.20 0.17 1.28
O 3.6979 -0.5056 -3.5931 -0.57 0.74 -0.62
F 5.5833 -1.5344 -4.6583 -0.60 0.30 -0.38
N -0.2094 0.5626 -0.9701 3.86 0.07 -0.56
S 0.0664 -1.0080 -0.9609 -3.31 -2.54 0.22
O 0.8098 -1.4729 0.1316 1.02 -0.18 0.37
O 0.1737 -1.5102 -2.2824 0.32 -0.12 -0.08
F -1.4257 -1.4287 -0.4912 -0.03 0.30 -0.43
S 1.4055 1.0469 -1.2842 -0.87 4.32 -0.19
O 1.6753 1.2081 -2.6774 -0.47 -1.15 -0.58
O 2.4459 0.7346 -0.4107 0.41 -1.51 0.67
F 1.1237 2.5615 -0.8978 -0.77 -0.27 -0.07
N 4.3797 2.6016 -4.1919 1.13 2.78 1.58
S 5.9206 2.2572 -4.3873 2.51 -2.43 -2.21
O 6.4981 1.3687 -3.4553 -0.33 0.05 0.54
O 6.6886 3.3266 -4.9166 -0.22 0.56 0.05
F 5.7247 1.2977 -5.6818 -0.70 0.23 0.16
S 4.5467 3.9671 -3.1771 -1.80 -0.20 1.63
O 4.1336 5.1896 -3.7410 -0.29 0.05 -0.96
O 5.6806 3.9276 -2.3355 0.64 -0.32 -0.33
F 3.3880 3.5594 -2.1858 -0.27 -0.03 -0.34
N 0.5693 5.7874 -3.1912 -0.95 -2.48 -0.61
S -0.7275 5.5030 -2.3001 -0.64 2.78 1.63
O -0.7403 4.2529 -1.5721 -0.16 -0.60 -0.02
O -1.9596 5.9422 -2.8497 -0.25 -0.52 -0.28
F -0.4201 6.6061 -1.2362 0.22 -0.58 0.06
S 0.4479 4.6573 -4.3270 1.83 2.02 -1.94
O -0.7800 4.5738 -5.0302 -0.66 -0.85 0.45
O 1.1810 3.4389 -4.0504 -0.03 -0.58 -0.19
F 1.3647 5.3376 -5.4215 0.31 -0.04 0.49
C 0.9812 0.2822 2.7789 0.01 1.42 -0.75
C 0.9333 0.2402 4.2891 -0.48 -1.13 0.01
C 2.1843 0.6897 5.0468 0.12 0.66 -1.00
O 1.7298 1.7590 5.8730 0.18 -0.57 0.37
C 0.3917 1.9138 5.7551 0.53 -0.06 -0.58
O -0.2302 2.7013 6.3696 -0.64 0.42 0.57
O -0.1038 1.0814 4.8173 -0.04 0.04 -0.06
H 0.4983 -0.5377 2.2633 0.18 -0.33 0.29
H 1.9805 0.4295 2.3648 0.14 -0.44 0.19
H 0.4718 1.1906 2.4283 -0.09 -0.02 0.25
H 0.6323 -0.7767 4.5487 0.20 0.02 0.31
H 2.9007 1.1203 4.3440 0.11 -0.09 0.09
H 2.6711 -0.1147 5.5937 -0.15 0.14 0.35
C -2.6077 -5.6121 -1.5815 0.58 -0.31 0.66
C -2.7221 -4.3449 -2.3571 -0.26 -0.39 -1.39
C -2.9522 -4.5609 -3.8787 -0.73 0.09 0.50
O -4.2300 -3.9470 -4.1103 0.04 0.14 -0.65
C -4.7760 -3.5029 -2.9761 0.92 -0.69 0.26
O -5.8759 -3.0813 -2.8696 -0.68 0.49 0.02
O -3.9071 -3.6507 -1.9527 0.04 0.45 0.26
H -2.5432 -5.4037 -0.5121 -0.15 0.05 -0.01
H -1.6734 -6.1226 -1.8261 -0.10 -0.06 -0.19
H -3.4522 -6.2766 -1.7590 -0.03 0.01 -0.07
H -1.8385 -3.7256 -2.3157 0.07 0.45 0.81
H -3.0950 -5.6008 -4.1668 0.46 -0.07 0.03
H -2.1882 -4.0522 -4.4586 -0.08 -0.13 -0.24
C -5.1320 -0.5092 -1.1207 -0.15 -0.07 -0.84
O -4.7539 -0.8596 0.2139 -0.34 0.06 -0.22
C -3.8650 -0.1212 0.8132 -0.03 0.17 -0.09
O -3.3416 0.8754 0.3169 0.44 -0.07 -0.16
O -3.6546 -0.5888 2.0131 0.20 -0.08 0.18
C -2.4869 -0.1541 2.7051 1.26 1.13 0.18
H -4.2945 -0.5943 -1.8166 0.17 -0.01 0.29
H -5.5570 0.4890 -1.2276 0.09 0.05 0.48
H -5.8675 -1.2425 -1.4291 -0.03 -0.07 0.18
H -1.5847 -0.6374 2.3287 -0.35 -0.54 0.02
H -2.5884 -0.3119 3.7719 -0.28 -0.38 -0.07
H -2.2584 0.9119 2.5912 -0.62 0.02 -0.07
C -0.0624 -3.5926 2.2284 -0.19 -1.27 -0.06
O -0.4341 -2.8207 3.3668 0.19 0.71 -0.35
C -0.9592 -3.4141 4.4224 0.35 -0.71 0.48
O -1.0424 -4.5987 4.6189 -0.21 0.01 -0.06
O -1.3146 -2.4592 5.2735 -0.09 1.08 -0.02
C -1.7690 -2.8290 6.5653 0.18 -2.03 0.03
H -0.4974 -3.1131 1.3610 0.11 0.04 -0.06
H -0.4301 -4.6169 2.3318 -0.27 0.19 0.01
H 1.0146 -3.7111 2.1205 0.07 0.61 0.16
H -2.7644 -3.2758 6.5120 -0.25 0.65 0.00
H -1.6639 -2.0048 7.2552 -0.17 0.30 -0.22
H -1.1817 -3.6890 6.9114 0.25 0.35 0.10
```
Forces are in eV/Å.

For the LUMO energy, the calculation gives 0.0 eV. The highest occupied orbital energy is -7.707 eV. Its charge is -1. The total energy comes out at -9565.3889 hartree.

Here are the Mulliken charges for atoms 1 to 5, given in e: Ca 1.694; Ca 2.436; N -0.135; S 0.813; O -0.608

=====

[3]
A molecular structure, C14H24Cl6Mg3O8 at a distorted geometry, computed with ωB97M-V/def2-TZVPD.

Geometry as XYZ:
```
55
Properties=species:S:1:pos:R:3:forces:R:3
Mg 4.2885 -2.8845 -21.4064 0.15 0.31 0.56
Mg 2.4181 -4.6315 -23.9795 1.09 0.67 0.55
Mg 2.7879 -2.2654 -18.3744 0.55 0.22 -1.02
C 4.8973 1.0821 -19.7665 0.04 0.26 -0.32
C 4.2491 -0.2603 -19.7057 -0.23 -0.07 -0.24
O 3.4074 -0.4807 -18.7796 0.06 -0.25 0.38
O 4.5402 -1.1314 -20.5711 0.05 -0.17 -0.07
H 4.1949 1.8809 -19.5385 -0.05 -0.12 0.27
H 5.3010 1.2782 -20.7564 0.14 -0.18 0.03
H 5.7070 1.1108 -19.0363 -0.02 0.04 0.02
C 0.2881 -3.9017 -21.1512 -0.40 -0.01 -0.26
C 1.7254 -3.5385 -21.1667 0.04 -0.63 0.22
O 2.2912 -2.9198 -20.2582 -0.18 0.10 0.15
O 2.4919 -3.9627 -22.1333 -0.65 0.10 -0.83
H -0.1702 -3.7100 -22.1268 0.09 -0.09 0.01
H -0.3029 -3.3487 -20.4270 0.17 0.02 0.15
H 0.2026 -4.9684 -20.9237 0.00 0.01 -0.04
C 5.8523 -5.2476 -18.2883 0.94 0.09 0.16
C 4.8819 -4.3389 -18.9270 -0.79 -0.12 -0.55
O 4.7961 -4.3067 -20.1904 0.42 0.09 0.25
O 4.1335 -3.6286 -18.1873 -0.33 0.39 0.42
H 6.1911 -6.0132 -18.9778 -0.13 -0.11 0.02
H 5.5203 -5.6505 -17.3375 -0.23 -0.03 -0.05
H 6.7350 -4.6344 -18.0566 -0.09 -0.06 -0.01
C 6.4385 -3.7808 -24.9111 0.19 -0.06 -0.76
C 5.1488 -3.6128 -24.2019 -0.31 -0.43 0.00
O 4.1217 -4.2394 -24.6864 -0.43 -0.23 -0.05
O 5.0551 -2.9245 -23.1737 0.09 0.14 0.18
H 7.2696 -3.2920 -24.4185 -0.07 0.04 0.15
H 6.3404 -3.3918 -25.9301 -0.06 0.16 0.13
H 6.6502 -4.8380 -25.0784 -0.06 -0.04 0.26
Cl -4.5976 -2.7377 -22.3770 -0.17 -0.17 0.10
C -3.3179 -1.9712 -23.3077 0.35 0.21 -0.71
C -2.3479 -1.3084 -22.3679 -0.55 0.21 1.01
Cl -0.9122 -0.7258 -23.2289 0.31 -0.01 -0.13
H -3.7449 -1.2315 -23.9834 -0.16 0.00 0.13
H -2.8185 -2.6953 -23.9520 -0.07 -0.22 0.23
H -2.0568 -1.9470 -21.5328 0.23 -0.25 -0.32
H -2.8342 -0.4664 -21.8707 0.13 0.16 -0.30
Cl 0.0476 3.3538 -20.7389 -0.12 0.26 -0.10
C 0.8676 1.8426 -20.3707 0.28 -0.32 0.28
C -0.0495 0.9685 -19.5194 0.31 0.25 -0.40
Cl 0.3238 -0.7694 -19.8209 0.04 -0.20 0.34
H 1.7741 2.0880 -19.8217 0.01 -0.05 -0.01
H 1.1536 1.3387 -21.2908 -0.19 0.07 -0.11
H -1.0800 1.1083 -19.8228 -0.11 -0.05 0.21
H 0.1193 1.1423 -18.4643 -0.29 0.03 0.09
Cl -2.6857 -3.5174 -19.0488 0.13 -0.07 -0.15
C -1.8352 -3.4394 -17.4857 0.37 0.33 0.32
C -2.6462 -4.0681 -16.3803 -0.22 -0.42 -0.20
Cl -4.1769 -3.2160 -16.1168 0.03 0.03 0.04
H -1.6180 -2.3887 -17.2994 -0.17 0.02 0.06
H -0.8778 -3.9631 -17.5660 -0.14 -0.13 -0.16
H -2.1090 -4.0991 -15.4360 0.15 0.20 -0.03
H -2.8682 -5.0978 -16.6632 -0.15 0.06 0.09
```
Forces are in eV/Å.

For the LUMO energy, the calculation gives -8.6 eV. The highest occupied orbital energy is -14.600 eV. Its charge is +2. The total energy comes out at -4511.1230 hartree.

Here are the Mulliken charges for atoms 1 to 5, given in e: Mg 0.501; Mg 1.197; Mg 1.010; C -1.161; C 0.843

=====

[4]
2 unconnected molecules or ions with the total composition C14H24ClFN3O6, computed with ωB97M-V/def2-TZVPD.

Geometry as XYZ:
```
49
Properties=species:S:1:pos:R:3:forces:R:3
C 4.5716 -0.2161 0.3518 -0.05 0.04 0.07
O 4.1870 -0.8938 -0.8202 0.09 -0.05 -0.08
C 3.7588 -2.2277 -0.6110 -0.04 0.05 -0.13
C 2.4876 -2.4906 -1.4102 0.05 0.38 0.15
C 1.4298 -1.4276 -1.0917 0.01 -0.06 0.38
C -0.0043 -1.9213 -1.2652 0.46 -0.07 -0.13
N -0.9706 -1.1741 -0.4615 -0.51 -0.08 -0.49
C -2.2714 -1.8451 -0.4678 -0.12 -0.22 0.00
C -2.9505 -1.8680 0.9250 0.03 0.14 -0.09
C -4.3839 -1.3346 0.9443 -0.06 -0.30 0.00
Cl -4.7425 -0.3647 2.4130 0.01 0.07 0.01
C -0.9793 0.2669 -0.7374 0.69 0.26 0.27
C -2.2426 0.9517 -0.2080 0.02 -0.12 0.27
C -2.2419 2.4690 -0.2087 -0.14 0.01 0.16
F -1.9934 3.0191 -1.4661 -0.09 -0.04 0.08
N -0.8108 0.5406 -2.2025 -0.48 -0.18 0.08
C -1.7289 0.4531 -2.9753 0.18 -0.29 0.42
O -2.6024 0.3271 -3.7461 -0.13 0.21 -0.48
C 0.2087 0.9476 0.0704 -0.14 0.18 -0.35
O 0.1256 0.7516 1.2948 -0.01 -0.22 0.51
O 1.0143 1.6494 -0.5548 0.08 0.11 -0.10
H 3.7135 -0.0575 1.0153 0.01 -0.01 -0.01
H 5.3525 -0.7630 0.8988 0.00 0.02 -0.03
H 4.9634 0.7576 0.0557 -0.04 -0.07 -0.01
H 3.5529 -2.4051 0.4528 0.04 0.07 -0.03
H 4.5656 -2.9027 -0.9302 -0.05 -0.07 0.13
H 2.7429 -2.4912 -2.4736 -0.15 -0.17 -0.01
H 2.1130 -3.4755 -1.1121 0.08 -0.10 -0.22
H 1.5418 -1.1468 -0.0369 -0.02 -0.05 -0.06
H 1.6082 -0.5126 -1.6542 -0.01 -0.06 -0.01
H -0.2622 -1.9320 -2.3388 -0.08 0.06 0.05
H -0.0434 -2.9679 -0.9419 -0.08 0.11 0.15
H -2.9639 -1.4535 -1.2295 0.05 0.09 0.03
H -2.0999 -2.8809 -0.7713 0.06 0.10 0.00
H -2.9747 -2.8954 1.2949 0.11 0.06 0.09
H -2.3139 -1.2948 1.6008 -0.08 -0.04 -0.02
H -4.6064 -0.7097 0.0826 0.03 0.08 0.10
H -5.1119 -2.1447 0.9745 0.04 0.05 -0.12
H -2.2876 0.6700 0.8481 -0.12 0.09 -0.07
H -3.1532 0.5867 -0.6900 0.12 0.04 -0.21
H -1.5188 2.8693 0.5062 0.14 -0.05 -0.24
H -3.2382 2.8132 0.0916 0.09 -0.02 0.00
C 1.5663 3.1751 2.2468 0.13 0.11 0.00
N 1.4441 4.6317 2.5260 0.00 0.00 0.03
O 2.4557 5.2724 2.7516 0.04 -0.02 -0.01
O 0.3271 5.1106 2.5162 -0.03 -0.01 0.01
H 2.6165 2.9153 2.2989 0.01 0.01 0.01
H 0.9799 2.6474 2.9901 -0.10 -0.02 -0.07
H 1.1697 2.9711 1.2549 -0.01 -0.02 -0.03
```
Forces are in eV/Å.

For the LUMO energy, the calculation gives 2.8 eV. The highest occupied orbital energy is -5.257 eV. Its charge is -1. The total energy comes out at -1723.5918 hartree.

Here are the Mulliken charges for atoms 1 to 5, given in e: C -0.647; O -0.337; C -0.792; C -0.576; C -0.372